(1)
{"formula": "C11H16Cl8F9MgNaO9S3", "method": "ωB97M-V with the def2-TZVPD basis set", "species": ["Na", "Mg", "C", "F", "F", "F", "S", "O", "O", "O", "C", "F", "F", "F", "S", "O", "O", "O", "C", "F", "F", "F", "S", "O", "O", "O", "Cl", "C", "C", "Cl", "H", "H", "H", "H", "Cl", "C", "C", "Cl", "H", "H", "H", "H", "Cl", "C", "C", "Cl", "H", "H", "H", "H", "Cl", "C", "C", "Cl", "H", "H", "H", "H"], "xyz": [[4.19657, -0.17370, -2.29207], [-1.31342, 3.40712, -0.91822], [-5.92434, 5.24614, 0.02209], [-5.81370, 6.42717, 0.64220], [-5.81480, 4.32385, 0.95727], [-7.06288, 5.11457, -0.64878], [-4.48300, 4.92742, -1.23631], [-3.24246, 5.47719, -0.66498], [-4.09690, 3.53915, -1.20983], [-4.91780, 5.50307, -2.51025], [-1.85812, -2.00650, -1.84179], [-1.53319, -3.26331, -2.09924], [-2.01858, -1.46408, -3.03037], [-2.94880, -1.95756, -1.10313], [-0.47576, -1.06145, -0.82911], [0.78855, -1.19163, -1.58533], [-0.97863, 0.36405, -0.74783], [-0.34943, -1.70765, 0.48136], [2.15168, 5.96579, -3.56091], [1.04502, 6.73445, -3.61272], [2.57341, 5.68490, -4.80854], [3.04798, 6.63054, -2.83643], [1.65332, 4.26743, -2.68402], [1.14845, 4.54315, -1.32081], [0.29380, 3.88918, -3.16449], [2.73195, 3.28417, -2.77673], [-0.56471, -3.96040, 6.48224], [-1.61068, -2.57703, 6.03113], [-2.23806, -2.93911, 4.70064], [-3.15635, -1.54117, 4.11483], [-0.99254, -1.69062, 5.88873], [-2.19536, -2.38542, 6.93087], [-2.91544, -3.79098, 4.76046], [-1.47220, -3.19826, 3.96962], [2.23002, 1.76751, 2.35653], [1.19168, 1.90118, 3.85831], [0.47843, 3.30503, 3.91074], [-0.82765, 3.48806, 2.66280], [1.68598, 1.75364, 4.81852], [0.39889, 1.16145, 3.74706], [1.22247, 4.08858, 3.76739], [0.03730, 3.43464, 4.89903], [3.41536, -5.93070, 1.74849], [3.13972, -4.22350, 1.33847], [3.50974, -3.23657, 2.45211], [5.14555, -3.48410, 2.94972], [2.06747, -4.12822, 1.16732], [3.77018, -3.98922, 0.48073], [2.84715, -3.21921, 3.31742], [3.44311, -2.28056, 1.93278], [1.75177, -4.34966, -7.68615], [2.24239, -4.51071, -5.94504], [1.45805, -5.67754, -5.27083], [2.02805, -6.00640, -3.54278], [1.92728, -3.59902, -5.43746], [3.33074, -4.52778, -5.88767], [1.47586, -6.61197, -5.83175], [0.37666, -5.54527, -5.30531]], "relative_energy_kcal_mol": 187.9, "e_lumo_ev": -2.83}

---

(2)
{"formula": "C11H16ClO5PW", "method": "ωB97M-V with the def2-TZVPD basis set", "species": ["Cl", "C", "C", "C", "H", "C", "C", "H", "H", "H", "C", "W", "C", "C", "O", "O", "H", "H", "H", "C", "O", "P", "O", "C", "O", "C", "H", "H", "H", "H", "H", "H", "H", "H", "H"], "xyz": [[1.27018, 2.22960, 3.61662], [2.41480, 1.23465, -2.47572], [1.65270, 0.18007, -3.05871], [1.53908, -0.88226, -2.07654], [1.27206, 0.11409, -4.08179], [2.18309, -0.42112, -0.85739], [2.67521, 0.93413, -1.11020], [3.05796, 1.58402, -0.32188], [2.68289, 2.15812, -2.98110], [1.11014, -1.88597, -2.19366], [2.37869, -1.23706, 0.35225], [0.45169, 0.77560, -1.24657], [-1.21465, 0.36260, -2.23671], [0.02516, 2.85938, -0.92488], [-2.21183, 0.04081, -2.77738], [-0.37764, 3.95977, -0.84654], [1.53948, -1.94338, 0.47563], [2.40911, -0.60990, 1.25108], [3.31762, -1.82060, 0.28977], [-3.29958, 0.77184, 0.24531], [-2.51262, -0.43454, 0.44911], [-0.88878, -0.52213, 0.41443], [-0.45187, -0.21800, 1.96574], [-0.79288, 0.97248, 2.62901], [-0.68822, -2.13185, 0.32198], [-1.08262, -3.07726, 1.34290], [-3.71362, 0.75074, -0.77595], [-2.70509, 1.69833, 0.39329], [-4.12635, 0.74431, 0.97358], [-0.91112, 1.85651, 1.99492], [-1.64978, 0.79822, 3.30343], [0.16518, 1.18368, 3.19866], [-0.31938, -3.13555, 2.11491], [-2.05055, -2.84707, 1.78407], [-1.14845, -4.04225, 0.84833]], "s2": 2.033, "relative_energy_kcal_mol": 16.4, "multiplicity": 3, "charge": 2, "e_lumo_ev": [-10.80, -10.55]}

---

(3)
{"formula": "C11H16CrO5P", "method": "ωB97M-V with the def2-TZVPD basis set", "species": ["O", "C", "Cr", "O", "C", "C", "O", "C", "O", "C", "O", "H", "C", "C", "P", "C", "C", "C", "C", "H", "H", "H", "H", "H", "H", "H", "H", "H", "H", "H", "H", "H", "H", "H"], "xyz": [[-0.23486, -0.00464, -5.92650], [-0.69758, 0.06464, -4.87330], [-0.82377, 0.16386, -1.91020], [1.83274, -0.03510, -3.44189], [0.80163, 0.10448, -2.91765], [-2.72934, 0.12021, -1.48407], [-3.72906, 0.00611, -0.86184], [-0.83420, -1.75770, -1.98776], [-0.81185, -2.92217, -2.07506], [-0.74039, 2.07328, -1.70942], [-0.68512, 3.21836, -1.50542], [-2.23215, 0.36132, -2.88287], [-1.91844, 0.77001, 1.99935], [-0.54987, 1.13487, 1.48666], [0.10710, 0.00492, 0.20552], [1.89265, 0.46643, 0.04097], [2.67844, 0.67995, 1.32789], [0.18029, -1.66431, 0.95561], [0.62474, -1.77195, 2.41498], [-2.72073, 0.87592, 1.25512], [-2.16106, 1.46938, 2.86527], [-1.95988, -0.28232, 2.33641], [-0.62263, 2.11754, 1.04207], [0.19120, 1.26583, 2.31233], [2.36802, -0.31100, -0.55195], [1.94599, 1.39859, -0.53844], [2.94645, -0.24764, 1.84165], [3.61447, 1.21472, 1.06299], [2.13885, 1.26782, 2.09620], [-0.85814, -2.04921, 0.84024], [0.79281, -2.24618, 0.29005], [0.14794, -1.03271, 3.07592], [0.35033, -2.80848, 2.69624], [1.69542, -1.64483, 2.52094]], "s2": 3.810, "relative_energy_kcal_mol": 19.0, "multiplicity": 4, "charge": 2, "e_lumo_ev": [-8.48, -11.34]}

---

| no. | F_max (hartree/bohr) |
| --- | --- |
| 1 | 0.0877 |
| 2 | 0.1363 |
| 3 | 0.1628 |